A structure of composition C40H34AsF6IN9O3Sn. Source: the OMol25 dataset; level of theory: ωB97M-V/def2-TZVPD.

Last column: Löwdin charge in e.
Geometry (Å):
Sn: 0.443 0.679 -0.694  1.03
C: -2.371 4.063 -2.422  -0.06
C: -1.995 2.825 -1.915  -0.08
N: -0.790 2.334 -2.162  -0.01
C: 0.043 3.044 -2.920  -0.25
C: -0.347 4.281 -3.416  -0.03
N: -1.545 4.790 -3.159  0.13
C: 1.351 2.403 -3.200  -0.21
C: 2.299 2.966 -4.028  0.08
C: 3.474 2.273 -4.312  -0.10
C: 3.606 0.984 -3.804  0.09
C: 2.616 0.468 -2.992  -0.18
N: 1.533 1.189 -2.648  0.03
C: 2.613 -0.935 -2.523  -0.19
C: 3.378 -1.944 -3.096  -0.02
N: 3.251 -3.210 -2.731  0.14
C: 2.359 -3.485 -1.791  -0.07
C: 1.596 -2.492 -1.196  -0.09
N: 1.739 -1.227 -1.568  0.02
C: 4.532 2.873 -5.148  -0.18
C: 5.872 2.691 -4.827  0.00
C: 6.831 3.284 -5.637  -0.11
N: 6.538 4.004 -6.714  0.09
C: 5.255 4.166 -7.018  -0.11
C: 4.217 3.633 -6.269  -0.01
H: -3.352 4.474 -2.220  0.12
H: -2.665 2.225 -1.309  0.12
H: 0.311 4.881 -4.031  0.13
H: 2.149 3.950 -4.447  0.13
H: 4.474 0.391 -4.054  0.13
H: 4.086 -1.729 -3.886  0.13
H: 2.249 -4.519 -1.492  0.13
H: 0.876 -2.709 -0.419  0.13
H: 6.173 2.132 -3.951  0.12
H: 7.883 3.174 -5.403  0.12
H: 5.042 4.749 -7.906  0.12
H: 3.191 3.786 -6.581  0.12
C: -4.452 0.326 6.539  -0.04
O: -3.781 -0.008 5.323  -0.09
C: -3.991 -1.246 4.809  -0.22
C: -4.814 -2.214 5.359  0.00
C: -4.921 -3.457 4.744  -0.06
C: -4.197 -3.741 3.599  -0.07
C: -3.364 -2.776 3.046  -0.03
C: -3.273 -1.524 3.634  -0.15
N: -2.430 -0.484 3.179  0.17
C: -1.897 -0.296 1.944  -0.34
N: -2.616 -0.770 0.917  0.17
C: -2.353 -0.939 -0.452  -0.15
C: -1.288 -0.464 -1.207  -0.22
C: -1.271 -0.749 -2.584  -0.15
C: -2.270 -1.469 -3.192  -0.05
C: -3.338 -1.950 -2.441  0.01
C: -3.378 -1.692 -1.090  -0.21
O: -4.363 -2.105 -0.257  -0.10
C: -5.442 -2.865 -0.806  -0.03
N: -0.802 0.418 1.793  0.10
C: -0.033 0.548 2.929  -0.22
C: 0.286 1.800 3.463  -0.07
C: 1.085 1.901 4.572  0.00
C: 1.638 0.742 5.182  0.01
C: 1.354 -0.505 4.708  0.02
C: 0.515 -0.635 3.585  -0.21
O: 0.196 -1.779 3.039  -0.03
C: 0.777 -3.002 3.545  0.02
H: -4.135 1.333 6.790  0.10
H: -4.167 -0.359 7.339  0.10
H: -5.533 0.308 6.398  0.10
H: -5.375 -2.010 6.258  0.11
H: -5.570 -4.205 5.176  0.12
H: -4.268 -4.714 3.135  0.11
H: -2.784 -3.019 2.166  0.11
H: -2.218 0.210 3.884  0.15
H: -3.530 -1.126 1.170  0.14
H: -0.457 -0.381 -3.196  0.09
H: -2.231 -1.664 -4.254  0.12
H: -4.124 -2.517 -2.916  0.12
H: -6.093 -3.099 0.030  0.10
H: -5.072 -3.787 -1.255  0.10
H: -5.988 -2.278 -1.545  0.11
H: -0.152 2.676 3.010  0.08
H: 1.293 2.870 5.003  0.13
H: 2.292 0.856 6.035  0.13
H: 1.787 -1.379 5.169  0.13
H: 0.379 -3.788 2.913  0.10
H: 0.464 -3.160 4.576  0.11
H: 1.861 -2.946 3.457  0.10
F: 1.674 -0.533 0.982  -0.35
As: 3.497 -0.331 1.220  0.78
F: 3.331 -1.295 2.636  -0.20
F: 3.696 -1.756 0.271  -0.20
F: 5.165 -0.084 1.366  -0.17
F: 3.378 0.607 -0.270  -0.30
F: 3.126 1.079 2.135  -0.26
I: 1.261 2.969 0.325  0.73

Cartesian forces, eV/Å:
0.0 -0.6 -0.4
0.0 0.0 0.0
-0.1 0.0 0.0
0.1 0.1 0.2
0.0 0.0 0.0
0.0 0.0 0.0
0.0 0.0 0.0
-0.1 -0.1 0.0
0.0 0.0 0.0
0.0 0.0 0.0
0.0 0.0 0.0
-0.1 0.0 0.0
0.2 -0.1 -0.1
0.0 0.0 0.0
0.0 0.1 0.0
0.0 0.0 0.0
0.0 -0.1 0.0
-0.1 0.2 0.0
-0.7 0.3 0.0
0.0 0.0 0.0
0.0 0.0 0.0
0.1 0.0 0.0
0.0 0.0 0.0
0.0 0.0 0.0
0.0 0.0 0.0
0.0 0.0 0.0
0.0 0.0 0.0
0.0 0.0 0.0
0.0 0.0 0.0
0.0 0.0 0.0
0.0 0.0 0.0
0.0 0.0 0.0
0.0 0.0 0.0
0.0 0.0 0.0
0.0 0.0 0.0
0.0 0.0 0.0
0.0 0.0 0.0
0.0 0.0 0.0
0.0 0.0 0.0
0.0 0.0 -0.1
0.0 0.0 0.0
0.0 0.0 0.0
0.0 0.0 0.0
0.0 -0.1 0.0
-0.1 0.1 0.0
0.1 -0.1 0.1
-0.1 0.1 0.0
0.0 0.0 0.0
0.1 0.0 0.1
0.1 -0.2 0.1
0.2 0.1 0.1
-0.1 0.0 0.0
0.0 0.0 0.0
0.0 0.0 0.0
0.0 0.0 0.0
0.0 0.0 0.0
0.1 0.1 0.2
0.0 -0.1 -0.2
0.1 0.1 0.0
0.0 0.0 0.0
0.0 0.0 0.0
0.0 0.0 0.0
0.0 -0.1 0.1
0.1 0.0 0.0
0.0 0.0 0.0
0.0 0.0 0.0
0.0 0.0 0.0
0.0 0.0 0.0
0.0 0.0 0.0
0.0 0.0 0.0
0.0 0.0 0.0
0.0 0.0 0.0
0.0 0.0 0.0
0.0 0.0 0.0
0.0 0.0 0.0
0.0 0.0 0.0
0.0 0.0 0.0
0.0 0.0 0.0
0.0 0.0 0.0
0.0 0.0 0.0
0.0 0.0 0.0
0.0 0.0 0.0
0.0 0.0 0.0
0.0 0.0 0.0
0.0 0.0 0.0
0.0 0.0 0.0
0.0 0.0 0.0
-0.2 0.2 -0.1
0.2 0.2 -0.2
0.0 0.0 0.0
0.1 0.0 0.2
0.0 0.0 0.0
0.2 -0.1 0.3
0.0 -0.1 0.0
0.0 0.1 0.1

Results
**Charge**: +2
**E_LUMO (spin up / spin down)**: -6.257 / -7.952 eV
**Gap between HOMO and LUMO (spin up / spin down)**: 6.61 / 4.89 eV
**Spin multiplicity**: 2
**Expectation value of S²**: 0.765

---

A structure of composition C5H10NP. Source: the OMol25 dataset; level of theory: ωB97M-V/def2-TZVPD.

Last column: natural (NBO) charge in e.
Geometry (Å):
C: 1.947 -1.324 -0.195  0.20
C: -1.823 -1.381 0.001  -0.64
C: 0.484 3.078 -0.364  -0.75
C: -0.440 -1.937 -0.131  -0.43
C: 0.672 -0.998 0.348  -0.45
N: 3.064 -1.374 -0.482  -0.34
P: 0.593 0.854 0.411  0.71
H: -2.538 -2.112 -0.269  0.22
H: -1.946 -0.619 -0.754  0.21
H: -2.368 -1.074 0.925  0.22
H: -0.576 3.119 -0.299  0.20
H: 1.093 3.722 0.400  0.22
H: 0.955 2.974 -1.378  0.22
H: -0.254 -2.215 -1.180  0.21
H: -0.150 -2.929 0.330  0.24
H: 1.540 1.183 1.259  -0.01
H: -0.252 1.034 1.379  -0.04

Cartesian forces, eV/Å:
0.3 0.6 0.7
-1.4 -0.1 0.4
2.4 -1.6 0.6
1.7 -0.3 0.5
-0.1 1.0 -1.0
0.3 -0.4 -0.4
0.0 -0.2 -2.4
-0.6 -1.2 -0.9
-0.1 0.6 -0.1
1.6 0.3 0.0
-0.7 0.5 -0.2
-1.3 -1.4 -1.5
-0.7 0.5 1.1
-0.3 0.4 0.0
-0.9 0.9 0.3
2.5 0.1 1.1
-2.7 0.4 1.8

Results
**E_LUMO (spin up / spin down)**: -0.677 / -0.825 eV
**Gap between HOMO and LUMO (spin up / spin down)**: 7.26 / 6.83 eV

---

Relative energy (zero: lowest compared OMol25 entry of this formula, charge and spin)? In order: 0.00 89.37 kcal per mole.
E? In order: -152650.940 -16121.034 eV.